{
  "formula": "C19H24N4O4S",
  "method": "ωB97M-V/def2-TZVPD",
  "symbols": ["C", "C", "O", "C", "C", "C", "N", "N", "C", "N", "C", "O", "C", "C", "C", "O", "N", "C", "C", "C", "C", "O", "C", "C", "C", "C", "C", "S", "H", "H", "H", "H", "H", "H", "H", "H", "H", "H", "H", "H", "H", "H", "H", "H", "H", "H", "H", "H", "H", "H", "H", "H"],
  "positions_angstrom": [[8.03086, 0.04346, 0.80187], [7.48081, -0.79489, -0.33931], [6.25207, -1.35695, 0.06897], [5.61642, -2.12847, -0.91927], [4.21980, -2.47815, -0.40517], [3.42252, -1.24770, -0.19439], [2.20853, -1.08124, -0.56725], [1.68919, 0.10263, -0.26311], [2.51209, 0.87812, 0.36074], [2.26262, 2.14682, 0.79449], [1.17766, 2.97756, 0.58435], [1.18494, 4.07316, 1.08982], [0.05538, 2.43174, -0.26259], [-0.87982, 3.52214, -0.77148], [-2.25331, 2.87199, -0.79199], [-3.22207, 3.30629, -1.37011], [-2.18767, 1.73694, -0.03997], [-3.24604, 0.85411, 0.22673], [-4.37290, 0.81221, -0.58766], [-5.40758, -0.06803, -0.32937], [-5.34076, -0.93908, 0.75216], [-6.29798, -1.83798, 1.11925], [-7.43198, -2.02798, 0.29897], [-7.12693, -2.85765, -0.94534], [-4.21105, -0.89700, 1.56899], [-3.18185, -0.01653, 1.31492], [-0.88569, 1.53566, 0.56469], [4.09810, 0.14951, 0.62611], [8.98015, 0.48479, 0.51298], [8.17676, -0.57851, 1.68034], [7.32839, 0.83389, 1.05092], [8.18482, -1.59917, -0.60228], [7.32607, -0.17290, -1.23514], [6.18759, -3.04722, -1.11833], [5.54222, -1.55975, -1.86015], [3.69671, -3.12232, -1.11107], [4.32652, -3.00245, 0.54825], [2.99482, 2.57138, 1.35331], [0.47139, 1.84506, -1.08395], [-0.89875, 4.36491, -0.07534], [-0.61793, 3.90309, -1.75659], [-4.44839, 1.48173, -1.42727], [-6.26146, -0.05591, -0.98790], [-7.87919, -1.06438, 0.02522], [-8.13977, -2.56491, 0.93726], [-8.03981, -3.01718, -1.51264], [-6.39988, -2.35478, -1.57814], [-6.71836, -3.82184, -0.65330], [-4.16343, -1.56894, 2.41132], [-2.33145, -0.01049, 1.97749], [-0.89648, 1.85731, 1.61457], [-0.58591, 0.48790, 0.50536]],
  "forces_ev_per_a": [[-0.2, -0.3, -0.3], [0.3, 0.2, 0.0], [0.0, -0.1, 0.2], [-0.1, -0.3, -0.2], [0.5, 0.0, 0.0], [0.4, 0.4, 0.3], [0.3, -1.4, -0.5], [-0.7, 1.4, 0.3], [0.9, -1.0, 0.0], [0.5, 0.5, 0.5], [-0.2, -0.1, -0.2], [0.0, 0.2, 0.1], [-0.3, 0.3, -0.1], [0.1, 0.0, 0.0], [0.3, 0.3, -0.2], [-0.2, 0.1, -0.1], [0.2, -0.2, 0.0], [-0.4, -0.1, 0.0], [0.1, 0.1, 0.0], [-0.2, -0.3, 0.1], [0.2, 0.1, 0.1], [0.2, 0.0, 0.1], [-0.3, -0.2, -0.3], [0.1, 0.2, 0.3], [-0.3, -0.1, -0.1], [0.0, 0.1, -0.1], [0.2, -0.2, 0.1], [-1.0, 0.3, -0.3], [0.1, 0.1, 0.0], [0.1, 0.0, 0.1], [0.0, 0.1, 0.0], [-0.1, 0.1, 0.0], [0.0, -0.1, 0.1], [0.0, 0.1, 0.0], [0.0, -0.1, 0.1], [0.0, 0.0, 0.0], [0.0, -0.1, -0.1], [-0.3, 0.0, -0.1], [-0.1, 0.0, 0.1], [0.0, 0.0, 0.0], [-0.1, 0.0, 0.0], [0.0, 0.0, 0.0], [-0.1, 0.0, -0.1], [0.0, -0.1, 0.1], [0.0, 0.1, -0.1], [-0.1, 0.0, -0.1], [0.0, 0.0, -0.1], [0.0, -0.1, 0.0], [0.0, -0.1, 0.1], [0.1, 0.0, 0.1], [0.0, -0.1, 0.0], [0.0, 0.1, 0.1]],
  "spin_multiplicity": 1,
  "smiles": "CCOCCc1nnc(NC(=O)[C@@H]2CC(=O)N(c3ccc(OCC)cc3)C2)s1"
}

=====

{
  "formula": "C19H24N4O5S",
  "method": "ωB97M-V/def2-TZVPD",
  "symbols": ["O", "C", "C", "N", "C", "O", "N", "C", "C", "C", "C", "C", "C", "O", "N", "C", "C", "N", "S", "O", "O", "C", "C", "C", "C", "C", "C", "C", "C", "H", "H", "H", "H", "H", "H", "H", "H", "H", "H", "H", "H", "H", "H", "H", "H", "H", "H", "H", "H", "H", "H", "H", "H"],
  "positions_angstrom": [[0.90153, 3.18140, 1.76900], [1.05218, 2.48316, 0.78856], [2.30589, 2.62283, -0.08028], [2.95181, 1.35427, -0.32562], [3.32025, 0.93128, -1.61198], [3.12765, 1.55617, -2.62407], [3.89000, -0.28078, -1.46459], [3.88910, -0.75724, -0.10234], [5.29834, -1.07563, 0.43302], [5.40912, -2.59478, 0.34745], [4.01564, -3.05232, 0.76681], [3.07486, -2.06269, 0.07429], [3.24860, 0.42137, 0.62810], [3.03615, 0.51138, 1.80761], [0.15817, 1.53685, 0.42443], [0.04755, 0.87578, -0.85594], [-1.29811, 1.24411, -1.49866], [-2.41030, 0.93640, -0.62738], [-2.84789, -0.69223, -0.59045], [-2.17170, -1.41584, 0.45365], [-2.72002, -1.18384, -1.93046], [-4.57664, -0.53026, -0.16797], [-5.04412, -0.99395, 1.04571], [-6.38685, -0.84123, 1.35372], [-7.23712, -0.22969, 0.44620], [-6.75502, 0.22922, -0.77079], [-5.41415, 0.07912, -1.08190], [-2.27879, 1.54455, 0.68112], [-0.93169, 1.21229, 1.32598], [2.98361, 3.28865, 0.46372], [2.07884, 3.06503, -1.05494], [4.23067, -0.81785, -2.24299], [6.06499, -0.55037, -0.13476], [5.35052, -0.75752, 1.47528], [6.19226, -2.98819, 0.99230], [5.61750, -2.90318, -0.67857], [3.80449, -4.08148, 0.48278], [3.91347, -2.96220, 1.84806], [2.17246, -1.88782, 0.65826], [2.77867, -2.42884, -0.90967], [0.84558, 1.16897, -1.53277], [0.07621, -0.21068, -0.70407], [-1.44309, 0.67428, -2.41645], [-1.32774, 2.31545, -1.72143], [-4.35276, -1.47072, 1.72294], [-6.76781, -1.19931, 2.29795], [-8.28311, -0.11210, 0.68697], [-7.42382, 0.70113, -1.47430], [-5.00346, 0.41642, -2.01968], [-3.09608, 1.17634, 1.30286], [-2.38241, 2.62746, 0.55908], [-0.78748, 1.78648, 2.24199], [-0.89593, 0.14039, 1.54418]],
  "forces_ev_per_a": [[0.1, 0.3, 0.1], [0.2, 0.1, -0.1], [0.1, 0.2, 0.2], [-0.1, 0.3, -0.2], [0.0, 0.0, 0.0], [-0.1, 0.3, -0.3], [0.1, -0.2, -0.1], [0.1, -0.1, 0.2], [0.0, 0.0, 0.0], [-0.1, 0.1, 0.2], [0.0, -0.1, -0.1], [0.0, -0.1, 0.2], [0.2, -0.2, -0.2], [0.0, 0.0, 0.2], [-0.3, -0.2, 0.1], [-0.1, 0.1, -0.4], [0.5, -0.3, -0.4], [-0.5, -1.0, -0.2], [-0.2, 0.5, 0.0], [-0.3, 0.1, 0.2], [-0.1, 0.1, -0.2], [0.5, -0.1, 0.0], [0.1, -0.1, 0.1], [0.0, 0.0, 0.0], [0.0, 0.0, 0.1], [0.1, 0.0, -0.1], [-0.1, 0.0, -0.1], [0.2, 0.0, 0.6], [-0.2, 0.1, 0.3], [-0.2, -0.1, -0.1], [0.0, -0.1, 0.1], [-0.1, 0.1, -0.1], [0.0, 0.1, 0.0], [0.0, 0.0, 0.0], [0.1, -0.1, -0.1], [0.0, -0.1, -0.1], [0.0, -0.1, 0.1], [0.0, 0.0, 0.1], [-0.1, 0.0, -0.1], [0.0, 0.0, 0.0], [0.0, 0.0, 0.0], [0.1, 0.0, -0.1], [0.1, 0.2, -0.1], [0.0, -0.1, 0.0], [0.0, -0.1, 0.1], [0.0, 0.0, 0.1], [-0.1, 0.0, 0.0], [0.0, 0.0, -0.1], [0.0, 0.1, -0.2], [0.0, 0.2, 0.1], [0.0, -0.1, 0.0], [-0.1, -0.1, -0.1], [0.0, 0.2, 0.0]],
  "spin_multiplicity": 1,
  "smiles": "O=C(CN1C(=O)NC2(CCCC2)C1=O)N1CCN(S(=O)(=O)c2ccccc2)CC1"
}

=====

{
  "formula": "C19H24N5OPtS",
  "method": "ωB97M-V/def2-TZVPD",
  "symbols": ["Pt", "C", "C", "N", "N", "C", "O", "C", "C", "C", "C", "C", "C", "C", "C", "C", "C", "C", "N", "H", "H", "H", "H", "H", "H", "H", "H", "H", "H", "H", "H", "C", "C", "N", "C", "S", "N", "C", "C", "H", "H", "H", "H", "H", "H", "H", "H", "H", "H", "H", "H"],
  "positions_angstrom": [[0.07389, -0.19372, -0.01171], [1.18397, 3.86803, -0.02049], [1.11690, 2.38116, -0.02516], [-0.02068, 1.74157, -0.00060], [-1.22470, 2.30262, -0.03392], [-2.18082, 1.37616, -0.03893], [-1.92949, 0.09930, 0.01280], [-3.57671, 1.80300, -0.10091], [-4.57598, 0.83218, -0.21910], [-5.90767, 1.20090, -0.23670], [-6.25242, 2.54426, -0.15650], [-5.26232, 3.51380, -0.06664], [-3.92836, 3.15174, -0.03631], [2.26749, 1.51186, -0.04334], [3.58372, 1.97457, -0.05204], [4.63280, 1.08240, -0.07052], [4.36478, -0.28255, -0.09751], [3.04958, -0.69346, -0.09856], [2.02644, 0.16119, -0.05636], [0.18095, 4.28244, -0.01702], [1.71725, 4.22686, -0.90352], [1.72494, 4.22131, 0.85977], [-4.28214, -0.20288, -0.31388], [-6.67558, 0.44293, -0.31520], [-7.29373, 2.83754, -0.17358], [-5.53672, 4.55914, -0.01934], [-3.15235, 3.90059, 0.03956], [3.75716, 3.04146, -0.04368], [5.65562, 1.43364, -0.07040], [5.16377, -1.00822, -0.12420], [2.79023, -1.74309, -0.14885], [-3.56625, -1.28352, 2.97508], [-2.33952, -2.13806, 3.25236], [-1.70958, -2.53454, 1.98915], [-0.43226, -2.45955, 1.67213], [0.03466, -2.57369, -0.01359], [0.51665, -2.38050, 2.61257], [0.48330, -2.95819, 3.96236], [0.91497, -1.95930, 5.02508], [-4.02686, -0.97948, 3.91374], [-4.30475, -1.84288, 2.39767], [-3.28740, -0.38992, 2.42003], [-2.62427, -3.02822, 3.81686], [-1.61591, -1.57050, 3.83669], [-2.33394, -2.62029, 1.20098], [1.44247, -2.27131, 2.23479], [1.16079, -3.81448, 3.96772], [-0.51512, -3.33376, 4.16736], [1.91915, -1.58605, 4.82141], [0.92444, -2.44530, 6.00033], [0.23411, -1.10907, 5.07164]],
  "forces_ev_per_a": [[-0.8, -0.4, -0.3], [0.3, 0.0, -0.1], [-1.6, 0.5, 0.1], [1.5, -0.1, -0.2], [-1.0, 0.5, 0.1], [0.9, -0.2, 0.0], [-0.3, 0.0, 0.0], [-0.5, -0.1, 0.0], [0.2, 0.1, 0.0], [0.0, 0.0, 0.0], [0.0, 0.0, 0.0], [-0.1, 0.1, 0.0], [0.1, -0.1, 0.0], [1.3, -0.9, 0.0], [-0.7, 0.3, 0.0], [0.2, -0.6, 0.0], [0.2, 0.5, 0.0], [-0.2, -0.2, 0.0], [0.7, 0.5, 0.0], [0.0, 0.0, 0.0], [0.0, 0.0, 0.0], [0.0, 0.0, 0.0], [0.0, -0.1, 0.1], [0.0, 0.0, 0.0], [0.0, 0.0, 0.0], [0.0, 0.0, 0.0], [0.0, 0.0, 0.0], [0.0, 0.0, 0.0], [0.0, 0.0, 0.0], [0.0, 0.0, 0.0], [-0.1, 0.0, 0.0], [0.1, 0.0, 0.0], [-0.2, 0.1, 0.1], [-0.2, 0.2, 0.1], [0.2, -0.6, 0.2], [0.0, 0.4, 0.2], [-0.1, -0.1, 0.0], [0.1, 0.1, 0.2], [-0.1, -0.1, 0.0], [0.0, 0.0, 0.0], [0.0, 0.0, 0.0], [0.0, 0.0, -0.1], [0.1, 0.0, 0.0], [-0.1, 0.0, -0.1], [0.0, 0.0, -0.1], [0.1, 0.0, -0.1], [-0.1, 0.0, 0.0], [0.1, -0.1, 0.0], [0.0, 0.0, 0.0], [0.0, 0.0, 0.0], [0.0, 0.0, 0.0]],
  "spin_multiplicity": 1,
  "charge": 1
}

=====

{
  "formula": "C19H24N6O2",
  "method": "ωB97M-V/def2-TZVPD",
  "symbols": ["C", "O", "C", "C", "C", "C", "C", "N", "C", "N", "C", "N", "N", "C", "C", "C", "C", "N", "C", "C", "C", "N", "C", "O", "C", "C", "C", "H", "H", "H", "H", "H", "H", "H", "H", "H", "H", "H", "H", "H", "H", "H", "H", "H", "H", "H", "H", "H", "H", "H", "H"],
  "positions_angstrom": [[3.00040, 3.64302, -0.26252], [4.13077, 2.85890, 0.02020], [3.97588, 1.50752, 0.13529], [5.13262, 0.78475, 0.43268], [5.06680, -0.58634, 0.56579], [3.87099, -1.26715, 0.41078], [2.71572, -0.55280, 0.11551], [1.47173, -1.14020, -0.07860], [1.09478, -2.42583, 0.06842], [1.92938, -3.36096, 0.49856], [1.44157, -4.59223, 0.68227], [0.22607, -5.00662, 0.50175], [-0.61985, -4.08198, 0.02812], [-1.91206, -4.26885, -0.27784], [-2.40860, -3.07799, -0.76891], [-1.38082, -2.12829, -0.76128], [-1.49764, -0.73628, -1.29537], [-0.97459, 0.27136, -0.37086], [-0.96803, 1.61551, -0.92580], [-2.35527, 2.26047, -1.01360], [-3.00487, 2.27734, 0.37646], [-4.36312, 2.79887, 0.41910], [-3.02503, 0.85201, 0.94897], [-3.49310, 0.85238, 2.27294], [-1.60942, 0.25758, 0.93685], [-0.25465, -2.77068, -0.24439], [2.77422, 0.83678, -0.02351], [3.35661, 4.67134, -0.30328], [2.24280, 3.55558, 0.52399], [2.55504, 3.37755, -1.22762], [6.05940, 1.32169, 0.55296], [5.96395, -1.14075, 0.79629], [3.81885, -2.33592, 0.51994], [0.69432, -0.49365, -0.26330], [2.14344, -5.33047, 1.04253], [-2.38470, -5.21887, -0.13631], [-3.41317, -2.91448, -1.10779], [-2.55119, -0.56489, -1.55673], [-0.90953, -0.64895, -2.21847], [-0.50437, 1.58068, -1.91563], [-0.34261, 2.23363, -0.27188], [-2.98800, 1.69791, -1.70543], [-2.26029, 3.27868, -1.39782], [-2.40340, 2.90193, 1.04946], [-4.95678, 2.28975, -0.22911], [-4.38262, 3.77668, 0.15287], [-3.69067, 0.23033, 0.32402], [-4.23282, 1.47381, 2.30740], [-1.65157, -0.76833, 1.30426], [-0.99087, 0.84000, 1.62604], [1.86431, 1.36643, -0.25740]],
  "forces_ev_per_a": [[-0.2, 0.1, 0.0], [0.2, -0.3, 0.1], [0.1, -0.2, 0.0], [0.0, 0.2, 0.0], [0.0, 0.3, 0.0], [-0.1, -0.2, 0.0], [0.7, -0.1, 0.1], [-0.4, -0.1, -0.2], [0.4, -0.5, 0.2], [0.1, 0.9, -0.2], [-0.6, -0.3, 0.0], [0.3, -1.1, 0.3], [0.3, 0.9, -0.1], [-0.4, -0.1, -0.1], [0.1, -0.1, 0.1], [0.2, 0.0, 0.0], [0.1, 0.0, -0.1], [-0.1, 0.0, -0.1], [-0.1, 0.2, -0.2], [0.1, -0.1, 0.3], [0.0, -0.3, -0.2], [-0.1, 0.1, 0.0], [0.3, 0.3, -0.2], [0.0, -0.1, 0.3], [-0.3, 0.0, 0.3], [-0.3, 0.1, -0.1], [-0.1, 0.2, 0.0], [-0.1, -0.1, 0.0], [0.0, 0.0, 0.0], [0.0, 0.0, 0.0], [0.1, 0.1, 0.0], [0.1, -0.1, 0.0], [0.1, 0.1, 0.0], [0.0, 0.0, 0.1], [0.0, -0.1, 0.0], [0.0, -0.2, 0.1], [-0.2, 0.0, -0.1], [0.1, 0.0, -0.1], [-0.1, 0.1, 0.0], [0.1, 0.0, 0.1], [0.1, 0.0, -0.1], [-0.1, 0.0, 0.0], [0.0, 0.0, 0.0], [0.0, -0.1, 0.0], [0.0, 0.1, 0.0], [-0.1, -0.1, 0.0], [0.1, 0.1, -0.1], [0.0, 0.0, 0.0], [0.0, 0.1, 0.1], [0.0, 0.0, 0.1], [-0.1, 0.1, 0.0]],
  "spin_multiplicity": 1,
  "smiles": "COc1cccc(Nc2ncnn3ccc(CN4CC[C@@H](N)[C@H](O)C4)c23)c1"
}

=====

Calculated ΔE to the lowest compared entry with this formula, charge and spin (kcal per mole), listed in the same order as above: 69.51 11.71 0.00 48.14
Calculated HOMO level (hartree), listed in the same order as above: -0.2831 -0.3277 -0.4064 -0.2869
Calculated DFT total energy (eV), listed in the same order as above: -45078.2127 -47127.4090 -43668.4686 -33127.7512